# 1
Below is a structure of composition C37H22CaClN5O10STe in a non-equilibrium geometry, with properties calculated with ωB97M-V/def2-TZVPD.

Structure (XYZ):
```
78
Properties=species:S:1:pos:R:3:forces:R:3:mulliken_charge:R:1
Ca 1.235022 1.223830 -0.750481 -0.9 -0.5 -0.4 0.95
S 2.622305 -0.302643 3.746330 0.4 0.2 -0.2 -0.35
C 2.838931 1.431723 3.795798 -0.3 -0.9 -0.1 1.04
C 3.097756 2.211848 4.925085 -0.6 -1.6 -0.8 -0.70
C 3.119091 3.546975 4.724839 0.9 1.4 1.1 -0.36
C 3.012700 4.088794 3.461393 -0.2 1.4 -1.8 -0.70
C 2.784283 3.318848 2.315318 0.0 -0.6 0.6 -0.38
C 2.643990 1.936641 2.490521 0.0 0.4 1.5 -0.83
N 2.323079 0.991883 1.546522 0.4 0.9 -0.7 -0.31
C 2.355904 -0.204714 2.003360 0.2 -1.1 0.6 0.80
C 2.235030 -1.412868 1.184035 -0.2 -0.6 -1.5 0.32
C 2.781406 -2.641328 1.600775 -0.4 0.7 -0.2 -0.76
C 2.720120 -3.772816 0.804134 -0.5 0.7 -0.7 -0.83
C 2.092026 -3.662749 -0.444423 0.1 1.4 0.0 -0.92
C 1.602346 -2.400498 -0.897561 0.5 -1.3 0.8 -0.36
C 1.677446 -1.232478 -0.131287 0.2 0.2 0.9 0.09
H 3.195702 1.738107 5.885633 0.1 0.0 0.3 0.43
H 3.367237 4.189902 5.576633 -0.3 0.0 -0.4 0.33
H 3.102011 5.191759 3.342906 -0.1 -0.9 0.1 0.33
H 2.709382 3.648559 1.292342 -0.1 0.7 0.0 0.53
H 3.318685 -2.665227 2.518987 0.4 -0.2 0.8 0.42
H 3.184537 -4.687981 1.117051 0.1 -0.3 0.1 0.38
H 2.100288 -4.500452 -1.119796 -0.2 -0.3 -0.2 0.40
H 1.200549 -2.345045 -1.904797 0.0 0.0 0.0 0.81
O -1.925563 6.555240 0.299393 -1.2 0.7 0.3 -0.55
C -2.729448 5.713574 0.909146 -1.5 -0.5 0.4 0.46
O -3.899622 5.954873 1.236857 1.9 0.2 -0.6 -0.66
C -2.155021 4.372833 1.180123 1.1 -1.0 0.2 0.08
C -2.716094 3.346113 1.926273 0.3 0.2 0.1 -0.19
Cl -4.196394 3.326752 2.797889 0.4 -0.2 -0.2 -0.19
N -1.810377 2.322394 1.980534 -1.1 -0.2 0.2 0.50
N -0.732328 2.580140 1.265548 0.7 0.6 0.1 0.33
C -0.868101 3.806828 0.811764 -1.1 0.6 0.1 0.30
C 0.279001 4.354810 0.019984 0.2 -0.9 -0.9 0.35
O 0.336492 5.559803 -0.278108 -0.3 0.4 0.4 -0.92
O 1.084710 3.459133 -0.329592 0.4 0.6 0.0 -0.44
C -1.813776 1.103578 2.733002 0.1 1.3 -0.6 0.01
C -0.763745 0.885605 3.591163 0.3 0.6 0.4 -0.44
C -0.780996 -0.258414 4.338329 1.0 -0.9 1.4 -0.38
C -1.791877 -1.205802 4.234385 -0.1 -0.1 -0.9 -0.66
C -2.794679 -0.984731 3.308177 -0.2 0.0 -0.5 -0.49
C -2.797867 0.191676 2.556380 -2.2 -0.9 -0.5 -0.34
H -1.014949 6.184911 0.107908 0.7 -0.3 -0.2 0.44
H 0.013300 1.643074 3.718011 -0.2 -0.3 -0.2 0.52
H 0.051424 -0.446158 5.031894 -0.4 0.1 -0.3 0.35
H -1.742495 -2.180046 4.700171 0.1 0.2 0.4 0.38
H -3.541516 -1.747278 3.080624 0.1 0.2 0.2 0.36
H -3.642784 0.379260 1.846869 1.0 -0.1 0.6 0.31
Te 2.789677 1.986932 -3.340879 0.4 -0.5 -0.2 -0.43
C 2.676616 -0.018413 -4.136262 0.7 0.1 0.4 -0.33
C 1.960435 -0.236578 -5.310530 -0.1 -0.5 -0.6 -0.36
C 1.698749 -1.543521 -5.740279 0.4 1.7 0.4 -0.46
C 2.165666 -2.637598 -5.066447 -0.2 -0.9 -0.7 -0.38
C 2.949270 -2.462396 -3.983430 1.7 1.4 2.4 -0.44
C 3.261677 -1.144215 -3.524958 -1.5 -0.7 -0.5 -0.37
H 1.635449 0.614640 -5.922782 -0.1 -0.4 0.5 0.32
H 1.130341 -1.691467 -6.602231 -0.9 -0.2 -1.4 0.47
H 1.952284 -3.621789 -5.444966 -0.2 -0.3 0.0 0.39
H 3.309939 -3.279378 -3.339723 -0.1 0.2 -0.6 0.36
H 3.757345 -1.045819 -2.577233 0.4 0.1 0.2 0.48
O -0.247734 0.058014 -2.675668 0.0 0.1 1.0 -0.66
C -1.047457 -0.236755 -1.758966 -0.4 0.0 -0.5 0.51
O -1.210007 0.321027 -0.646965 0.4 0.0 -0.2 -0.56
C -2.001879 -1.408715 -2.092993 1.4 1.8 0.1 0.71
C -1.865397 -1.970444 -3.346690 -0.4 -0.8 -0.3 -0.91
C -2.712670 -3.028061 -3.610946 -0.6 -0.6 1.0 0.20
C -3.651924 -3.510980 -2.687235 0.5 0.1 -1.4 -0.61
C -3.798085 -2.811753 -1.532836 0.1 0.0 0.9 0.01
C -2.954342 -1.775923 -1.188044 -0.3 0.0 0.6 -0.61
N -4.766248 -3.243551 -0.530025 -0.7 -0.4 0.8 1.02
O -4.796738 -2.606655 0.528066 -0.4 -1.0 -1.1 -0.60
O -5.480962 -4.216555 -0.798384 0.7 1.1 0.5 -0.64
N -2.609492 -3.748404 -4.857190 -0.2 -0.3 -1.7 1.03
O -1.742586 -3.370481 -5.625709 -0.1 -0.3 0.1 -0.60
O -3.421389 -4.637688 -5.138403 0.6 0.6 0.6 -0.66
H -1.123784 -1.636262 -4.069965 -0.1 0.1 0.4 0.60
H -4.196993 -4.396664 -2.928890 -0.4 -0.2 0.0 0.59
H -3.026882 -1.308787 -0.199479 0.2 0.0 -0.6 0.46
```
Positions in Å, forces in eV/Å.

Calculated values
E_HOMO: -1.645 eV
Frontier orbital gap: 4.49 eV
2S+1: 1
Net charge: -2
Energy relative to the best compared isomer or geometry (same formula, charge and spin): 0.0 kcal/mol
Total energy: -4253.46855 a.u.



# 2
Below is an isolated molecule of CH3NO3S in a non-equilibrium geometry, with properties calculated with ωB97M-V/def2-TZVPD.

Structure (XYZ):
```
9
Properties=species:S:1:pos:R:3:forces:R:3:mulliken_charge:R:1
C -0.790824 -1.065406 0.618853 -1.7 -3.3 2.2 0.12
N 0.339892 -0.530982 0.211258 2.0 3.0 -1.7 -0.20
O -1.854018 -0.554814 0.477330 -1.4 0.7 -0.4 -0.47
O -0.303647 1.974262 0.244526 -0.4 0.8 0.9 -0.49
O 1.894010 1.200439 -0.661590 -0.7 -0.2 -0.1 -0.55
S 0.477694 1.060848 -0.479413 -0.7 -1.5 -2.2 0.84
H -0.749365 -2.100908 1.195604 0.6 1.7 -1.1 0.29
H 1.238746 -0.938817 0.186693 0.8 -0.9 0.3 0.24
H -0.252489 0.955380 -1.793261 1.5 -0.2 2.2 0.21
```
Positions in Å, forces in eV/Å.

Calculated values
E_HOMO: -10.709 eV
Frontier orbital gap: 11.01 eV
2S+1: 1
Net charge: 0
Structure (SMILES): O=CN[SH](=O)=O
Energy relative to the best compared isomer or geometry (same formula, charge and spin): 35.2 kcal/mol
Total energy: -718.51494 a.u.



# 3
Below is a cluster of 5 separate species, C4H18N8O5 in total in a non-equilibrium geometry, with properties calculated with ωB97M-V/def2-TZVPD.

Structure (XYZ):
```
35
Properties=species:S:1:pos:R:3:forces:R:3:mulliken_charge:R:1
C 36.382182 -1.536942 3.585459 -0.3 0.3 -0.7 0.57
O 35.857680 -0.702272 2.866657 -0.1 0.1 0.3 -0.64
N 35.913692 -2.822376 3.645041 0.4 -0.9 0.5 -0.37
N 37.470550 -1.273006 4.361955 -0.1 -0.2 0.2 -0.29
H 35.024974 -3.110200 3.285287 0.0 0.5 -0.3 0.22
H 36.372545 -3.505863 4.221620 0.0 0.1 0.1 0.15
H 38.033407 -2.025397 4.714613 0.1 0.1 0.1 0.18
H 37.891072 -0.358891 4.284974 0.2 0.0 -0.1 0.25
C 39.871015 3.997459 5.847931 -0.5 0.4 0.2 0.52
O 40.851001 3.845613 6.554679 0.3 -0.1 -0.2 -0.64
N 39.927367 4.525842 4.589211 0.2 0.2 -0.1 -0.30
N 38.606092 3.680731 6.283888 0.2 -0.2 -0.4 -0.42
H 39.182979 4.494479 3.916567 -0.1 -0.1 0.1 0.21
H 40.836916 4.759397 4.237549 0.0 -0.1 0.0 0.21
H 38.493267 3.442040 7.251353 0.0 0.0 0.0 0.20
H 37.799784 3.891581 5.724443 -0.1 0.1 0.2 0.18
C 42.833325 -1.079003 5.717208 -0.4 1.1 0.5 0.62
O 41.765629 -0.538036 5.432594 0.1 -0.2 -0.1 -0.64
N 42.966778 -1.925958 6.780943 0.4 -0.2 -0.8 -0.44
N 44.011223 -0.734129 5.110503 0.2 -0.3 0.1 -0.35
H 42.157532 -2.180486 7.312921 0.0 0.1 0.1 0.23
H 43.894687 -2.006048 7.153689 -0.2 -0.2 0.3 0.20
H 44.023567 0.095833 4.541754 0.0 -0.2 -0.4 0.08
H 44.688328 -1.437989 4.873139 0.0 0.0 0.2 0.22
C 44.094845 2.440511 3.809973 -1.1 0.7 -0.2 0.55
O 44.720696 1.662853 3.110486 0.1 -0.3 0.5 -0.67
N 44.544302 3.716790 4.116258 0.4 -1.0 -0.1 -0.40
N 42.833142 2.216390 4.310941 0.4 0.3 -0.1 -0.15
H 45.405063 3.930683 3.643649 -0.1 0.4 0.0 0.26
H 43.871398 4.431051 4.317300 0.2 0.2 0.0 0.19
H 42.498011 2.872321 4.996288 -0.2 -0.2 0.3 0.10
H 42.369166 1.322658 4.269042 0.2 -0.1 0.0 0.18
O 39.283233 1.146266 4.310830 0.0 0.1 -0.2 -0.71
H 39.244968 1.831759 4.983423 -0.1 -0.1 0.2 0.39
H 40.179773 0.797872 4.359431 0.1 -0.3 0.1 0.29
```
Positions in Å, forces in eV/Å.

Calculated values
E_HOMO: -9.337 eV
Frontier orbital gap: 9.82 eV
2S+1: 1
Net charge: 0
Structure (SMILES): NC(N)=O.NC(N)=O.NC(N)=O.NC(N)=O.O
Energy relative to the best compared isomer or geometry (same formula, charge and spin): 2.9 kcal/mol
Total energy: -977.63075 a.u.



Number 1: molar mass 931.81 Da. Number 2: molar mass 109.11 Da. Number 3: molar mass 258.24 Da.